Record 1
{
  "formula": "C6H11N",
  "method": "ωB97M-V with the def2-TZVPD basis set",
  "species": ["H", "N", "C", "H", "H", "C", "H", "H", "C", "H", "C", "H", "H", "C", "H", "H", "C", "H"],
  "positions_angstrom": [[-0.131, 0.606, -1.636], [1.403, -0.255, -0.409], [-0.946, 1.344, 0.144], [0.433, -0.420, 1.181], [-1.238, -2.019, 0.684], [-1.988, 0.046, 0.051], [2.506, 0.153, 1.131], [3.285, 1.015, -0.229], [-1.083, -1.321, -0.130], [-2.821, -0.312, 0.824], [0.241, 0.592, -0.548], [3.393, -0.773, 0.098], [-0.883, 1.876, 1.155], [2.767, 0.040, 0.088], [-1.242, -1.976, -1.140], [-1.383, 2.015, -0.573], [0.278, -0.795, 0.152], [-2.591, 0.186, -0.842]],
  "forces_ev_per_angstrom": [[0.8, -0.5, 1.4], [2.4, 1.5, -4.8], [-0.5, -1.6, 1.7], [-1.4, -1.1, 0.9], [-0.8, -0.2, 0.1], [-0.7, -2.1, 1.0], [0.8, 0.6, 1.2], [-1.3, -1.7, -0.2], [-0.8, -1.5, -1.7], [1.9, 1.7, -0.9], [-0.5, 0.1, -1.8], [1.5, -2.0, -0.8], [0.1, -1.1, -1.3], [-2.8, 2.4, 1.7], [0.4, 2.0, 2.2], [0.2, 0.6, -0.1], [0.3, 2.9, 1.7], [0.1, 0.0, -0.3]],
  "lowdin_charge": [0.147, -0.128, -0.117, 0.142, 0.073, -0.140, 0.061, 0.118, -0.156, 0.124, -0.233, 0.040, 0.111, -0.037, 0.156, 0.067, -0.295, 0.067],
  "e_homo_ev": -8.084,
  "e_lumo_ev": 1.135,
  "smiles": "CN1[C@@H]2CCC[C@H]21",
  "orbital_gap_ev": 9.2,
  "charge": 0,
  "de_lowest_ev": 6.227
}

---

Record 2
{
  "formula": "C6H11N",
  "method": "ωB97M-V with the def2-TZVPD basis set",
  "species": ["H", "H", "C", "H", "H", "C", "N", "C", "H", "H", "H", "C", "C", "H", "H", "H", "C", "H"],
  "positions_angstrom": [[-1.873, -1.795, 1.570], [2.138, 0.859, 0.855], [1.002, -0.697, -0.189], [-1.725, 1.333, -1.076], [-0.550, 0.496, -2.116], [2.169, 0.309, -0.092], [-0.559, 1.092, 2.358], [-0.477, 0.607, 1.308], [-0.029, 1.821, -1.072], [1.148, -1.477, 0.565], [1.039, -1.186, -1.173], [-2.202, -1.394, 0.599], [-0.370, -0.013, 0.011], [3.133, -0.211, -0.139], [2.163, 1.040, -0.909], [-1.348, -1.118, -0.184], [-0.703, 0.954, -1.130], [-2.956, -0.621, 0.815]],
  "forces_ev_per_angstrom": [[0.3, 0.1, -0.5], [0.0, -0.1, -0.1], [-0.1, -0.1, 0.1], [0.1, -0.1, 0.1], [-0.1, -0.1, 0.3], [0.0, 0.0, 0.0], [0.2, -0.3, -0.8], [-0.1, 0.4, 0.9], [-0.2, -0.2, 0.1], [-0.1, 0.1, -0.1], [-0.2, 0.1, 0.2], [0.8, 0.6, -0.2], [0.6, 0.7, 0.2], [-0.2, 0.0, 0.0], [-0.1, -0.2, 0.1], [-1.0, -0.9, 0.1], [-0.2, -0.1, 0.1], [0.4, 0.0, -0.5]],
  "lowdin_charge": [0.015, 0.076, -0.210, 0.087, 0.090, -0.094, 0.156, -0.275, 0.089, 0.116, 0.115, 0.106, -0.376, 0.076, 0.071, -0.006, -0.051, 0.016],
  "e_homo_ev": [-8.730, -8.293],
  "e_lumo_ev": [-0.468, -0.235],
  "orbital_gap_ev": [8.3, 8.1],
  "charge": 0,
  "de_lowest_ev": 4.553
}

---

Repeat the first record exactly.
{
  "formula": "C6H11N",
  "method": "ωB97M-V with the def2-TZVPD basis set",
  "species": ["H", "N", "C", "H", "H", "C", "H", "H", "C", "H", "C", "H", "H", "C", "H", "H", "C", "H"],
  "positions_angstrom": [[-0.131, 0.606, -1.636], [1.403, -0.255, -0.409], [-0.946, 1.344, 0.144], [0.433, -0.420, 1.181], [-1.238, -2.019, 0.684], [-1.988, 0.046, 0.051], [2.506, 0.153, 1.131], [3.285, 1.015, -0.229], [-1.083, -1.321, -0.130], [-2.821, -0.312, 0.824], [0.241, 0.592, -0.548], [3.393, -0.773, 0.098], [-0.883, 1.876, 1.155], [2.767, 0.040, 0.088], [-1.242, -1.976, -1.140], [-1.383, 2.015, -0.573], [0.278, -0.795, 0.152], [-2.591, 0.186, -0.842]],
  "forces_ev_per_angstrom": [[0.8, -0.5, 1.4], [2.4, 1.5, -4.8], [-0.5, -1.6, 1.7], [-1.4, -1.1, 0.9], [-0.8, -0.2, 0.1], [-0.7, -2.1, 1.0], [0.8, 0.6, 1.2], [-1.3, -1.7, -0.2], [-0.8, -1.5, -1.7], [1.9, 1.7, -0.9], [-0.5, 0.1, -1.8], [1.5, -2.0, -0.8], [0.1, -1.1, -1.3], [-2.8, 2.4, 1.7], [0.4, 2.0, 2.2], [0.2, 0.6, -0.1], [0.3, 2.9, 1.7], [0.1, 0.0, -0.3]],
  "lowdin_charge": [0.147, -0.128, -0.117, 0.142, 0.073, -0.140, 0.061, 0.118, -0.156, 0.124, -0.233, 0.040, 0.111, -0.037, 0.156, 0.067, -0.295, 0.067],
  "e_homo_ev": -8.084,
  "e_lumo_ev": 1.135,
  "smiles": "CN1[C@@H]2CCC[C@H]21",
  "orbital_gap_ev": 9.2,
  "charge": 0,
  "de_lowest_ev": 6.227
}